1.
C3H6N3O | the ωB97M-V functional and the def2-TZVPD basis

Each line ends with the Mulliken charge.
Positions of all 13 atoms, in Å:
C (-0.47248, -1.18870, -0.03787)  -0.35
C (-0.69947, 0.11070, -0.03243)  0.56
C (-1.53327, 1.27859, -0.03290)  -0.99
N (0.84934, -1.60102, -0.06542)  -0.12
N (1.70909, -0.54569, 0.03187)  -0.05
N (1.13797, 0.60101, 0.02682)  0.53
O (1.58261, 1.70592, -0.01078)  -0.53
H (-1.22002, -1.96526, -0.07626)  0.42
H (-0.93664, 2.12431, -0.39137)  0.34
H (-1.88482, 1.51116, 0.97414)  0.27
H (-2.38634, 1.16022, -0.70204)  0.35
H (1.13498, -2.48685, 0.33608)  0.31
H (2.71905, -0.70439, -0.01983)  0.25

Results
E_HOMO   -14.1 eV
Calculated total energy   -356.99071 Eh
Total charge   +1


2.
C39H94N6O11 | the ωB97M-V functional and the def2-TZVPD basis

Each line ends with the Mulliken charge.
Positions of all 150 atoms, in Å:
C (6.70929, -0.97832, 2.37425)  -1.60
C (5.96343, 0.16875, 3.08423)  1.50
C (6.97537, 1.07261, 3.83465)  -1.89
C (5.21154, 1.15851, 2.10413)  -1.50
C (3.98962, 0.55449, 1.41637)  -0.60
C (3.06506, 0.17014, 2.56300)  -0.54
C (3.57563, -0.83215, 3.50998)  2.02
C (2.56176, -0.75785, 4.75277)  -1.73
C (3.42344, -2.25963, 2.92088)  -1.16
N (4.87276, -0.29411, 3.97819)  0.34
O (5.34128, -1.18951, 4.96394)  -0.53
H (7.37041, -0.65036, 1.57209)  0.39
H (7.38820, -1.48715, 3.05856)  0.34
H (5.96207, -1.61709, 1.90336)  0.33
H (7.72328, 1.52755, 3.18522)  0.38
H (6.43510, 1.91964, 4.25743)  0.41
H (7.59969, 0.53722, 4.54995)  0.48
H (4.88267, 2.12976, 2.47378)  0.36
H (5.83756, 1.44208, 1.25809)  0.56
H (3.50770, 1.14587, 0.63783)  0.44
H (4.20513, -0.39355, 0.92353)  0.36
H (2.04131, -0.01877, 2.24002)  -0.92
H (2.87102, 1.10022, 3.09722)  0.60
H (2.95822, -1.32766, 5.59315)  0.48
H (1.55201, -1.14791, 4.62486)  0.13
H (2.48996, 0.23427, 5.19843)  0.41
H (2.50078, -2.80929, 3.10709)  -0.31
H (4.16190, -2.95070, 3.32734)  0.52
H (3.54001, -2.25061, 1.83717)  0.33
H (5.85994, -0.62350, 5.54034)  0.38
C (-2.73601, -4.11346, 4.24022)  -0.87
O (-1.32634, -4.15995, 4.06828)  -0.17
C (-0.64643, -5.38351, 4.09173)  -0.75
C (0.86937, -5.18277, 4.41829)  -0.54
N (1.48168, -6.52358, 4.70454)  -0.34
C (2.80186, -6.36313, 5.20989)  -0.43
C (3.25640, -7.78726, 5.52988)  -0.65
O (3.24641, -8.57213, 4.35757)  -0.34
C (3.71456, -9.95155, 4.68207)  -0.81
H (-2.95325, -4.17897, 5.30634)  0.34
H (-3.26943, -4.85722, 3.64829)  0.38
H (-3.07622, -3.11521, 3.96476)  0.19
H (-0.73413, -6.00326, 3.19937)  0.30
H (-1.27641, -6.05868, 4.67083)  0.45
H (1.07960, -4.36976, 5.11321)  0.44
H (1.22373, -4.70914, 3.50276)  0.20
H (1.63709, -7.07040, 3.86971)  0.30
H (2.83604, -5.64865, 6.03236)  0.48
H (3.51260, -5.96722, 4.48450)  0.18
H (2.61679, -8.26728, 6.27053)  0.36
H (4.21409, -7.72902, 6.04713)  0.43
H (3.24192, -10.59775, 3.94239)  0.29
H (3.44268, -10.53078, 5.56449)  0.33
H (4.77459, -10.01565, 4.43641)  0.30
C (0.27719, -3.09475, -7.89780)  -0.75
O (0.09220, -1.92688, -7.08578)  -0.34
C (-0.03123, -2.23286, -5.63608)  -0.42
C (-0.34886, -1.08372, -4.69187)  0.20
N (0.78665, -0.17894, -4.53531)  -0.40
C (0.93763, 0.81895, -5.63044)  -0.57
C (0.21394, 2.20773, -5.36267)  -0.62
O (0.23260, 2.63554, -3.97406)  -0.24
C (-0.00237, 4.06325, -3.83621)  -0.75
H (-0.56469, -3.78660, -7.92427)  0.24
H (1.14381, -3.70397, -7.64105)  0.31
H (0.45861, -2.63642, -8.86998)  0.28
H (0.89016, -2.62464, -5.20521)  0.40
H (-0.68711, -3.07435, -5.41283)  0.19
H (-0.43394, -1.38766, -3.64856)  -0.22
H (-1.20761, -0.46973, -4.96327)  0.33
H (0.54324, 0.17995, -3.62315)  0.06
H (0.57016, 0.41592, -6.57416)  0.27
H (1.96722, 1.16086, -5.52494)  0.41
H (-0.79665, 2.08429, -5.75197)  0.35
H (0.77789, 2.91569, -5.97001)  0.40
H (0.80367, 4.52937, -4.40290)  0.40
H (0.12642, 4.33329, -2.78808)  0.13
H (-0.94504, 4.31774, -4.32067)  0.32
C (-0.69767, -6.27772, -4.86809)  -0.71
O (-1.79625, -5.86122, -4.07188)  -0.32
C (-1.54540, -5.38358, -2.74676)  -0.36
C (-2.86117, -5.20776, -1.99943)  -0.81
N (-3.83390, -4.51338, -2.86173)  -0.46
C (-3.56805, -3.15659, -2.72926)  0.23
C (-4.03131, -2.30761, -4.00177)  -1.03
O (-3.65962, -2.95930, -5.15601)  -0.16
C (-4.41400, -2.64695, -6.28635)  -0.93
H (-0.97330, -6.93216, -5.69503)  0.27
H (0.01813, -6.91301, -4.34643)  0.33
H (-0.12572, -5.39177, -5.14388)  0.20
H (-0.99404, -4.44834, -2.64973)  0.19
H (-0.97156, -6.12497, -2.19075)  0.50
H (-2.78268, -4.77439, -1.00237)  0.38
H (-3.20671, -6.24057, -1.95446)  0.37
H (-3.65591, -4.77744, -3.82022)  0.38
H (-2.50344, -2.92569, -2.69213)  -0.27
H (-4.05703, -2.70449, -1.86634)  0.34
H (-3.80557, -1.24845, -3.87808)  0.46
H (-5.11340, -2.22470, -3.90024)  0.54
H (-5.49978, -2.74174, -6.27321)  0.34
H (-4.05040, -3.31418, -7.06782)  0.23
H (-4.19442, -1.58658, -6.41087)  0.34
C (-2.18827, 6.40189, -0.49064)  -0.74
O (-2.41825, 7.71684, -0.55792)  -0.41
C (-3.64298, 8.06105, 0.14065)  -0.48
C (-3.88610, 9.60196, 0.02292)  -0.50
N (-3.66178, 10.06133, -1.34251)  -0.38
C (-3.30177, 11.49753, -1.39311)  -0.66
C (-4.53947, 12.27095, -0.70163)  -0.65
O (-4.39956, 12.55454, 0.64449)  -0.30
C (-5.34479, 13.51151, 1.22778)  -0.71
H (-2.73326, 5.82749, 0.25845)  0.39
H (-1.10362, 6.41669, -0.38384)  0.23
H (-2.45050, 5.98722, -1.46398)  0.25
H (-3.63580, 7.92212, 1.22174)  0.35
H (-4.49089, 7.54525, -0.31002)  0.32
H (-3.45818, 10.19133, 0.83387)  0.31
H (-4.96042, 9.63434, 0.20425)  0.22
H (-2.91762, 9.45573, -1.65810)  0.28
H (-3.07680, 11.70211, -2.43984)  0.45
H (-2.49515, 11.77802, -0.71580)  0.32
H (-5.47617, 11.78319, -0.97143)  0.39
H (-4.52873, 13.16580, -1.32390)  0.47
H (-5.38085, 14.43182, 0.64482)  0.29
H (-5.11384, 13.80450, 2.25195)  0.23
H (-6.27031, 12.93572, 1.22718)  0.31
C (-0.95058, 3.39356, 2.18870)  -0.30
O (-1.70842, 3.43468, 0.97558)  -0.45
C (-0.90163, 3.13436, -0.17980)  -0.54
C (-0.06388, 1.85020, -0.22239)  -0.07
N (-0.84065, 0.62193, -0.15015)  -0.27
C (-0.09305, -0.64575, 0.02449)  0.64
C (-0.91592, -1.85936, 0.63408)  -0.56
O (-1.47068, -1.58735, 1.92912)  -0.46
C (-0.58500, -1.29875, 3.00195)  -0.38
H (-0.06705, 4.02926, 2.13062)  0.28
H (-0.77588, 2.33413, 2.37626)  -0.16
H (-1.46028, 3.71251, 3.09786)  0.33
H (-0.11610, 3.88478, -0.26878)  0.38
H (-1.57589, 3.31049, -1.01793)  0.29
H (0.74619, 1.97987, 0.49530)  -0.06
H (0.47358, 1.69485, -1.15786)  0.33
H (-1.35838, 0.67778, 0.71526)  0.35
H (0.74353, -0.42389, 0.68706)  -0.85
H (0.18055, -1.03279, -0.95707)  0.24
H (-0.25818, -2.72753, 0.67577)  0.36
H (-1.67690, -2.11316, -0.10390)  0.26
H (0.40228, -1.72140, 2.81555)  -0.09
H (-0.83777, -1.89001, 3.88208)  0.40
H (-0.40280, -0.23345, 3.14346)  0.27

Results
E_HOMO   -8.4 eV
Calculated total energy   -2697.99848 Eh
Structure (SMILES)   CC1(C)CCCC(C)(C)N1O.COCCNCCOC.COCCNCCOC.COCCNCCOC.COCCNCCOC.COCCNCCOC


3.
C37H45Cl2MoN6OP2S3 | the ωB97M-V functional and the def2-TZVPD basis

Each line ends with the Mulliken charge.
Positions of all 97 atoms, in Å:
Mo (-0.00864, 0.13797, 0.14198)  -1.94
Cl (-2.25048, -0.92506, 0.73984)  -0.03
C (-1.41324, -1.26605, -0.74394)  -0.54
Cl (1.22526, -0.78838, -1.68664)  -0.30
H (-1.99224, -0.93375, -1.59620)  0.69
H (-1.18871, -2.32279, -0.82251)  0.38
C (4.03416, -1.74371, 8.00088)  -0.79
S (4.51423, -2.56060, 6.48748)  0.37
C (2.92146, -2.90241, 5.70216)  -0.96
C (2.70293, -1.98444, 4.48870)  -0.20
C (1.30731, -2.23307, 3.90674)  -1.44
N (1.02336, -1.46780, 2.69419)  0.65
P (0.91712, -2.09427, 1.10456)  1.60
C (2.54705, -2.84221, 0.83892)  1.34
C (2.81956, -4.08527, 1.41773)  -0.66
C (4.11231, -4.58578, 1.39286)  -0.91
C (5.12838, -3.86589, 0.77672)  -0.70
C (4.85022, -2.65099, 0.16545)  -0.79
C (3.56328, -2.13445, 0.19832)  -0.59
C (-0.18593, -3.51846, 1.16461)  0.58
C (-0.11275, -4.40664, 0.08508)  -0.41
C (-0.96481, -5.49650, 0.03263)  -0.75
C (-1.87804, -5.70813, 1.05872)  -0.73
C (-1.95421, -4.82468, 2.12652)  -0.74
C (-1.11764, -3.72017, 2.17983)  -0.45
P (0.68884, 0.18522, 2.54530)  2.36
C (2.20639, 1.15414, 2.78243)  0.93
C (3.44960, 0.61430, 2.45303)  -0.46
C (4.59536, 1.38974, 2.55844)  -0.88
C (4.50480, 2.70998, 2.98292)  -1.06
C (3.26929, 3.25667, 3.30463)  -0.69
C (2.12029, 2.48532, 3.20271)  -0.95
C (-0.32447, 0.51716, 4.00657)  0.82
C (0.21890, 1.05530, 5.17285)  -0.86
C (-0.56281, 1.14701, 6.31684)  -0.79
C (-1.87574, 0.69923, 6.30674)  -0.77
C (-2.41780, 0.15509, 5.14958)  -0.87
C (-1.64540, 0.06576, 4.00350)  -0.59
H (4.94351, -1.48276, 8.53928)  0.38
H (3.42690, -2.42914, 8.59720)  0.37
H (3.46235, -0.84494, 7.75805)  0.31
H (2.14085, -2.79061, 6.45480)  0.55
H (2.97094, -3.94662, 5.38241)  0.49
H (3.45866, -2.19930, 3.72944)  0.25
H (2.79920, -0.93507, 4.77928)  0.29
H (0.54951, -2.00205, 4.66211)  0.60
H (1.20996, -3.28932, 3.65264)  0.77
H (2.02147, -4.67514, 1.85100)  0.45
H (4.32131, -5.55248, 1.83294)  0.52
H (6.13457, -4.26313, 0.75027)  0.48
H (5.63471, -2.11868, -0.35653)  0.50
H (3.33617, -1.20244, -0.30234)  0.16
H (0.62210, -4.23934, -0.69588)  0.54
H (-0.91687, -6.18942, -0.79656)  0.49
H (-2.52918, -6.57141, 1.02393)  0.44
H (-2.67237, -4.99404, 2.91812)  0.51
H (-1.18889, -3.02117, 3.00544)  0.19
H (3.51503, -0.41149, 2.11250)  0.29
H (5.56044, 0.96851, 2.30756)  0.54
H (5.39783, 3.31509, 3.06711)  0.46
H (3.20204, 4.28602, 3.63189)  0.52
H (1.15629, 2.90900, 3.46145)  0.48
H (1.24086, 1.40939, 5.19519)  0.43
H (-0.14624, 1.57963, 7.21728)  0.51
H (-2.48036, 0.77615, 7.20089)  0.43
H (-3.44073, -0.19719, 5.13805)  0.50
H (-2.06516, -0.35296, 3.10192)  0.11
O (-0.73163, 1.73182, 1.28008)  1.32
N (-1.61548, 2.66068, 0.87913)  -0.40
C (-2.09458, 3.51083, 1.81214)  -0.36
C (-3.01449, 4.45867, 1.47063)  -0.88
C (-3.45169, 4.53178, 0.14172)  -0.27
C (-2.94218, 3.65736, -0.78706)  -0.92
C (-1.99566, 2.69661, -0.40979)  0.43
S (-1.27375, 1.60113, -1.51042)  0.00
H (-1.70811, 3.37072, 2.81122)  0.49
H (-3.39856, 5.12853, 2.22512)  0.45
H (-4.18632, 5.27114, -0.14579)  0.43
H (-3.24361, 3.68547, -1.82412)  0.52
N (1.36920, 2.99578, -0.07911)  -0.54
N (1.69522, 1.62009, -0.30954)  -0.03
H (2.00656, 3.59051, -0.59796)  0.34
H (1.49106, 3.19394, 0.90105)  0.10
H (2.61476, 1.37450, 0.05654)  0.18
H (1.76421, 1.51055, -1.32008)  0.58
S (0.48292, 1.01781, -4.43724)  -0.38
C (-0.40461, 0.57543, -5.80170)  0.11
N (-1.70576, 0.81990, -6.00028)  -0.08
C (-2.17809, 0.36773, -7.31284)  -0.42
C (-0.92215, -0.30388, -7.90399)  -0.42
N (0.07966, -0.07344, -6.86061)  -0.11
H (-2.24996, 1.39357, -5.38726)  0.15
H (-2.51200, 1.21031, -7.91765)  0.28
H (-3.00624, -0.33132, -7.20408)  0.27
H (-0.61469, 0.15372, -8.84299)  0.29
H (-1.06836, -1.37092, -8.06969)  0.27
H (1.03517, -0.36500, -6.94041)  0.17

Results
Multiplicity   3
E_HOMO (alpha / beta)   -13.1 / -13.1 eV
Calculated total energy   -4705.66803 Eh
Total charge   +3
Expectation value of S²   2.016